Below is C8H21BrNbO as an isolated structure, with properties calculated with ωB97M-V with the def2-TZVPD basis set.

- LUMO level (Ha) = 0.108
- charge = -1
- HOMO energy (eV) = -4.40
- molecular weight (Da) = 306.1

Atoms and positions in Å:
C  3.105  -1.258  -0.515
C  2.952  -0.712  0.908
C  4.300  -0.285  1.488
C  1.955  0.439  0.964
C  0.565  0.098  0.407
Nb  -0.819  -1.120  1.735
Br  -1.114  -3.165  0.186
H  2.341  -2.003  -0.732
H  4.064  -1.764  -0.632
H  3.032  -0.466  -1.262
H  2.580  -1.536  1.522
H  5.092  -0.972  1.188
H  4.579  0.716  1.155
H  4.273  -0.296  2.577
H  2.403  1.294  0.437
H  1.835  0.739  2.006
H  0.659  -0.377  -0.574
H  0.056  1.060  0.261
H  -2.497  -0.523  1.506
H  -1.869  -1.608  3.161
H  0.190  -2.111  2.898
H  -0.435  0.261  2.812
C  -4.844  2.021  -2.197
C  -3.839  1.051  -1.603
O  -4.041  0.470  -0.570
C  -2.552  0.851  -2.378
H  -5.716  2.078  -1.551
H  -4.399  3.013  -2.296
H  -5.147  1.688  -3.192
H  -2.021  1.800  -2.482
H  -2.767  0.473  -3.380
H  -1.923  0.141  -1.846


Below is C8H21CeFIOP2 as an isolated structure, with properties calculated with ωB97M-V with the def2-TZVPD basis set.

- LUMO level (alpha / beta) (Ha) = -0.514 / -0.515
- charge = +3
- HOMO energy (alpha / beta) (eV) = -19.97 / -19.97
- molecular weight (Da) = 481.2

Atoms and positions in Å:
C  1.616  -0.353  -4.375
I  0.893  -0.461  -2.262
H  1.338  0.636  -4.795
H  1.124  -1.166  -4.914
H  2.700  -0.484  -4.350
Ce  -0.489  0.619  0.790
P  -2.624  -0.731  -0.436
C  -3.091  -2.431  -0.797
C  -4.016  -0.171  0.634
H  -4.975  -0.334  0.121
H  -4.068  -0.008  -2.292
H  -3.891  0.887  0.878
H  -2.919  1.268  -1.771
H  -2.984  -3.021  0.118
H  -3.969  -0.716  1.583
C  -3.035  0.198  -1.964
H  -4.118  -2.515  -1.189
H  -2.287  -0.065  -2.720
H  -2.362  -2.830  -1.506
P  2.204  0.807  1.617
C  3.549  -0.306  2.045
C  2.996  2.127  0.622
H  1.233  2.515  3.068
H  2.938  2.183  3.507
H  1.599  1.056  3.957
C  1.986  1.737  3.194
H  2.267  2.926  0.443
H  3.887  2.541  1.126
H  4.425  0.219  2.462
H  3.817  -0.864  1.143
H  3.237  1.699  -0.359
H  3.174  -1.047  2.760
C  0.326  -1.581  0.564
O  0.722  -2.666  0.417
F  -1.201  0.331  2.682


Below is C8H21ClIOP2Ti as an isolated structure, with properties calculated with ωB97M-V with the def2-TZVPD basis set.

- LUMO level (alpha / beta) (Ha) = -0.536 / -0.536
- charge = +3
- HOMO energy (alpha / beta) (eV) = -20.21 / -20.21
- molecular weight (Da) = 405.4

Atoms and positions in Å:
C  -0.128  0.036  -4.197
I  1.384  -0.283  -2.589
H  0.519  0.282  -5.041
H  -0.770  0.871  -3.902
H  -0.687  -0.894  -4.354
Ti  -0.083  0.006  -0.385
P  0.089  2.502  -0.503
C  -1.489  3.387  -0.728
C  0.742  3.236  1.049
H  0.871  4.325  0.932
H  1.070  4.320  -1.770
H  1.717  2.778  1.270
H  2.232  2.990  -1.505
H  -2.139  3.209  0.140
H  0.062  3.024  1.888
C  1.194  3.227  -1.762
H  -1.274  4.462  -0.830
H  0.978  2.819  -2.755
H  -1.990  3.009  -1.629
P  0.118  -2.506  -0.103
C  -1.449  -3.413  -0.205
C  1.228  -3.423  -1.231
H  1.730  -2.481  1.692
H  0.919  -4.073  1.577
H  0.077  -2.668  2.325
C  0.768  -2.985  1.533
H  2.261  -3.097  -1.064
H  1.158  -4.505  -1.040
H  -1.229  -4.490  -0.166
H  -1.967  -3.162  -1.140
H  0.968  -3.214  -2.275
H  -2.087  -3.124  0.640
C  -1.997  -0.042  -0.811
O  -3.169  -0.118  -0.893
Cl  -0.077  0.163  1.895


Below is C8H21FGdIOP2 as an isolated structure, with properties calculated with ωB97M-V with the def2-TZVPD basis set.

- LUMO level (alpha / beta) (Ha) = -0.293 / -0.369
- <S²> = 16.05
- 2S+1 = 8
- charge = +2
- HOMO energy (alpha / beta) (eV) = -16.59 / -15.98
- molecular weight (Da) = 498.4

Atoms and positions in Å:
C  2.925  1.705  -1.998
I  3.744  1.075  0.122
H  1.828  1.795  -2.020
H  3.303  0.962  -2.715
H  3.373  2.704  -2.138
Gd  0.838  0.611  -0.598
P  0.481  -1.926  -2.020
C  1.616  -3.271  -1.524
C  -1.054  -2.915  -2.210
H  -0.889  -3.669  -2.996
H  0.869  -2.766  -4.303
H  -1.861  -2.235  -2.510
H  0.153  -1.141  -4.296
H  1.267  -3.712  -0.581
H  -1.312  -3.407  -1.264
C  0.894  -1.784  -3.809
H  1.621  -4.035  -2.311
H  1.879  -1.337  -3.938
H  2.621  -2.862  -1.386
P  0.089  2.194  1.582
C  1.101  2.048  3.077
C  0.400  3.953  1.150
H  -2.280  2.491  1.512
H  -1.510  3.304  2.934
H  -1.786  1.513  2.942
C  -1.556  2.389  2.328
H  -0.304  4.251  0.364
H  0.231  4.571  2.041
H  0.884  2.949  3.663
H  2.158  1.993  2.794
H  1.425  4.069  0.788
H  0.804  1.142  3.619
C  0.227  -1.157  1.549
O  0.207  -1.807  2.492
F  -0.726  1.384  -1.654